1.
{
  "formula": "C4H25NO8",
  "method": "ωB97M-V/def2-TZVPD",
  "spin_multiplicity": 2,
  "gap_ev": [2.5403, 10.1157],
  "largest_force_ev_per_a": 2.4,
  "total_charge": -1,
  "symbols": ["O", "H", "H", "O", "H", "H", "O", "H", "H", "O", "H", "H", "O", "H", "H", "O", "H", "H", "O", "H", "H", "C", "C", "C", "O", "C", "N", "H", "H", "H", "H", "H", "H", "H", "H", "H", "H", "H"],
  "positions_angstrom": [[-2.2775, 3.8794, 1.7136], [-1.3288, 3.8661, 1.5871], [-2.4779, 4.7896, 1.9319], [-0.1977, -3.5270, 3.3606], [0.5562, -4.0512, 3.6309], [0.1816, -2.7906, 2.8808], [-3.2587, -0.7991, 0.7794], [-2.6738, -1.2172, 0.1475], [-2.7411, -0.0835, 1.1485], [-2.7255, 1.2299, 3.6874], [-1.8992, 1.4156, 3.2413], [-2.9298, 0.3260, 3.4476], [0.8686, 3.2405, 0.3794], [0.3355, 2.8698, -0.3239], [1.6745, 3.5225, -0.0534], [-0.5476, 0.8521, 1.8613], [-0.1920, -0.0327, 1.9441], [0.2217, 1.4105, 1.7496], [1.2355, -1.3782, 1.7460], [2.0228, -0.8898, 1.9866], [1.3155, -1.5124, 0.8016], [-0.4050, -2.0796, -2.8249], [0.9176, -1.7018, -2.0688], [1.1996, -0.1795, -1.7499], [1.3536, 0.4682, -2.9463], [1.7269, 1.8226, -2.8651], [0.9737, -2.3745, -0.8023], [-0.3431, -3.0330, -3.3496], [-0.5837, -1.3111, -3.5770], [-1.3172, -1.8628, -2.2691], [1.6893, -2.0543, -2.7531], [2.2040, -0.0654, -1.3421], [0.5467, 0.2827, -1.0095], [2.7127, 2.0280, -2.4479], [0.9488, 2.5005, -2.5143], [1.8433, 2.1298, -3.9044], [0.1449, -2.3571, -0.2254], [1.2256, -3.3328, -0.9981]],
  "nbo_charge": [-0.953, 0.479, 0.455, -0.966, 0.456, 0.492, -0.955, 0.457, 0.486, -0.965, 0.498, 0.457, -1.205, 0.450, 0.390, -1.031, 0.488, 0.484, -1.110, 0.430, 0.490, -0.649, -0.066, -0.156, -0.558, -0.410, -0.872, 0.206, 0.222, 0.204, 0.192, 0.161, 0.171, 0.158, 0.158, 0.177, 0.366, 0.368]
}

2.
{
  "formula": "C4H25NO9",
  "method": "ωB97M-V/def2-TZVPD",
  "gap_ev": 10.1456,
  "largest_force_ev_per_a": 2.1,
  "total_charge": 0,
  "symbols": ["N", "C", "C", "C", "C", "O", "H", "H", "H", "H", "H", "H", "H", "H", "H", "O", "H", "H", "O", "H", "H", "O", "H", "H", "O", "H", "H", "O", "H", "H", "O", "H", "H", "O", "H", "H", "O", "H", "H"],
  "positions_angstrom": [[1.5640, 1.9563, 0.0621], [2.1166, 0.8244, -0.7179], [1.8202, -0.4341, 0.1046], [1.8115, -1.7686, -0.6769], [2.6601, -2.7160, 0.1636], [2.3531, -2.9852, 1.2945], [1.8107, 2.8208, -0.3879], [0.5522, 1.9213, 0.0656], [3.1873, 0.9847, -0.8477], [1.6382, 0.8482, -1.7021], [2.4960, -0.4528, 0.9589], [0.8172, -0.2294, 0.4902], [2.1259, -1.5971, -1.7030], [0.7893, -2.1236, -0.6720], [3.6542, -2.8981, -0.2440], [-2.0992, 1.7824, 1.9002], [-2.1945, 2.3506, 2.6859], [-1.3432, 1.3404, 2.3578], [0.0496, -1.0199, -3.5595], [-0.1884, -0.3904, -2.8677], [-0.3239, -0.5780, -4.3309], [-0.9888, 3.3516, -0.2514], [-1.3551, 3.3340, 0.6369], [-1.1400, 4.1537, -0.7464], [-0.3581, -4.2362, -1.3742], [-0.3714, -3.6738, -0.5980], [0.4313, -4.0162, -1.8757], [-0.9589, -1.3805, 2.3602], [-0.0220, -1.4660, 2.1603], [-1.3771, -0.9211, 1.6244], [0.4221, 1.0620, 2.8651], [0.9700, 1.1323, 2.0610], [0.7490, 0.1979, 3.1483], [-2.9115, 2.0651, -2.2036], [-3.5320, 1.3683, -1.9705], [-2.0737, 1.7946, -1.8195], [-3.6691, -0.2153, 0.8086], [-3.7452, -0.7945, 1.5747], [-3.3662, 0.6078, 1.2260]],
  "nbo_charge": [-0.863, -0.216, -0.402, -0.534, 0.454, -0.528, 0.369, 0.377, 0.194, 0.167, 0.217, 0.190, 0.234, 0.222, 0.115, -0.990, 0.477, 0.512, -0.933, 0.461, 0.474, -0.991, 0.504, 0.488, -0.928, 0.466, 0.468, -0.947, 0.467, 0.479, -0.959, 0.493, 0.476, -0.949, 0.476, 0.472, -0.971, 0.466, 0.494]
}